No. 1
Here is a 2-piece molecular cluster, C21H22N2O9 overall in a non-equilibrium geometry from the OMol25 dataset. Energies are from the ωB97M-V functional and the def2-TZVPD basis.

```
54
Properties=species:S:1:pos:R:3:forces:R:3
O -0.168 -3.849 -2.313 -0.13 -0.04 -0.01
O 6.023 6.163 -2.042 0.15 -0.05 -0.15
O 5.505 1.993 0.182 -0.21 0.36 0.10
O -2.533 -5.113 -2.147 0.15 0.88 0.64
O 1.851 0.552 -0.496 0.20 -0.16 -0.13
O -8.461 -5.320 0.615 -0.02 0.25 0.01
O -7.910 -2.627 0.768 -0.12 -0.30 -0.02
O -3.010 -2.103 -0.025 0.11 -0.71 -0.45
O 2.022 3.165 0.653 -0.24 -0.17 0.09
C -1.015 -3.297 -1.611 0.52 -0.91 -0.79
C 5.258 5.858 -1.142 0.32 1.57 -0.64
C 4.851 2.758 0.888 0.65 -0.62 -0.99
C -2.321 -3.940 -1.448 -0.87 0.94 0.81
C -3.273 -3.323 -0.633 0.95 -1.07 -1.04
C -0.390 0.434 0.325 -0.62 -0.31 0.09
C -6.197 -5.746 -0.092 0.55 0.96 -0.04
C -1.608 -0.245 0.437 0.34 0.30 0.03
C -4.918 -5.263 -0.401 -0.01 0.05 0.01
C -5.658 -3.018 0.055 -0.15 -0.21 0.01
C 0.469 -1.340 -1.066 -0.25 0.46 0.37
C 0.657 -0.114 -0.418 -0.38 -1.32 -0.57
C -7.206 -4.863 0.299 0.70 -0.93 -0.33
C -6.928 -3.495 0.375 -0.05 -0.08 0.00
C -1.798 -1.478 -0.192 0.31 0.03 -0.15
C -4.622 -3.886 -0.347 -0.51 0.25 0.45
C -0.758 -2.023 -0.955 -0.52 0.43 0.53
N 4.599 2.511 2.180 -0.08 0.21 0.56
N 5.137 4.588 -0.758 -0.50 -1.71 1.24
C 4.447 6.940 -0.453 0.09 -0.28 -0.06
C 5.092 1.355 2.931 -0.09 0.13 -0.26
C 2.875 3.747 -0.312 -0.08 -0.43 0.07
C 4.257 4.038 0.284 0.11 0.40 -0.26
H -1.724 -5.306 -2.666 -0.13 0.46 0.41
H 2.504 0.013 -0.980 -0.35 0.37 0.30
H -8.508 -6.281 0.492 0.10 0.47 0.04
H -8.716 -3.147 0.941 0.35 0.27 -0.07
H 1.898 2.235 0.398 0.15 0.28 0.13
H -0.254 1.390 0.822 -0.05 -0.09 -0.05
H -6.388 -6.812 -0.151 -0.04 0.04 0.04
H -2.419 0.180 1.019 0.12 -0.04 -0.06
H -4.153 -5.985 -0.664 -0.06 0.20 -0.05
H -5.492 -1.948 0.125 0.01 -0.13 0.00
H 1.269 -1.777 -1.657 -0.16 -0.07 0.02
H 3.988 3.155 2.659 0.05 -0.12 -0.03
H 5.744 3.931 -1.230 -0.06 -0.09 0.04
H 4.677 7.897 -0.919 0.04 -0.19 0.00
H 4.718 6.983 0.599 -0.16 0.04 0.18
H 3.385 6.737 -0.563 -0.15 0.05 0.20
H 4.252 0.759 3.291 0.04 0.00 0.00
H 5.682 1.692 3.785 -0.04 -0.02 -0.03
H 5.723 0.724 2.300 -0.19 0.30 -0.05
H 2.982 3.063 -1.156 0.17 0.10 -0.14
H 2.427 4.672 -0.673 0.06 0.07 -0.02
H 4.137 4.764 1.087 -0.01 0.17 0.02
```
Positions in Å, forces in eV/Å.

Frontier orbital gap in eV: 7.77
LUMO level in hartree: -0.018



No. 2
Here is a single C21H22N2O9S molecule in a non-equilibrium geometry from the OMol25 dataset. Energies are from the ωB97M-V functional and the def2-TZVPD basis.

```
55
Properties=species:S:1:pos:R:3:forces:R:3
C 0.051 -1.032 -3.820 -0.15 0.08 0.41
C -0.232 0.026 -2.772 0.38 0.33 -0.46
H -0.697 0.918 -3.206 0.12 -0.16 0.11
H 0.691 0.328 -2.263 -0.14 0.01 -0.05
O -1.127 -0.525 -1.801 -0.20 -0.29 0.10
C -1.811 0.345 -1.038 0.12 0.34 0.04
O -1.645 1.544 -1.114 -0.05 -0.16 -0.10
C -2.729 -0.324 -0.115 -0.14 -0.39 0.13
C -2.522 -1.593 0.393 -0.27 0.13 0.31
N -1.418 -2.390 0.187 0.06 0.08 -0.33
C -1.119 -3.428 1.014 0.54 -0.09 -0.14
O -1.902 -3.864 1.827 0.16 -0.31 0.09
C 0.320 -3.919 0.866 -0.19 -0.39 -0.13
H 0.540 -4.647 1.647 -0.10 0.15 -0.11
H 0.486 -4.354 -0.126 -0.05 0.01 0.18
O 1.207 -2.818 1.061 0.12 0.09 0.27
C 1.591 -2.152 -0.026 -0.20 0.36 -0.13
O 1.216 -2.395 -1.146 -0.04 -0.02 0.08
C 2.368 -0.919 0.326 0.66 -0.25 -0.09
C 1.685 0.263 0.574 0.09 0.27 0.06
C 2.377 1.444 0.824 0.20 -0.15 -0.03
C 3.806 1.436 0.822 -0.29 -0.15 -0.03
C 4.476 0.255 0.580 0.02 -0.03 -0.02
C 3.755 -0.915 0.333 -1.07 1.08 0.24
N 4.440 -2.139 0.088 0.42 -0.56 -0.08
O 5.652 -2.129 0.063 0.23 -0.06 -0.03
O 3.753 -3.134 -0.078 0.21 -0.27 -0.04
H 5.552 0.193 0.573 0.05 0.07 0.01
O 4.387 2.625 1.070 -0.29 -0.01 0.00
C 5.796 2.695 1.081 0.22 0.01 0.00
H 6.221 2.058 1.862 -0.02 0.00 -0.03
H 6.218 2.416 0.111 -0.02 -0.01 0.02
H 6.033 3.736 1.294 0.03 -0.09 -0.02
O 1.814 2.628 1.075 0.45 -0.01 0.01
C 0.403 2.737 1.135 -0.41 0.03 -0.08
H -0.010 2.100 1.922 0.03 -0.01 0.00
H 0.207 3.779 1.375 -0.01 -0.08 0.01
H -0.070 2.492 0.180 0.11 -0.01 0.09
H 0.607 0.262 0.568 -0.15 0.03 0.00
H -0.799 -2.124 -0.575 -0.03 -0.14 0.15
S -3.737 -2.070 1.510 -0.25 0.59 -0.22
C -4.561 -0.574 1.267 0.31 -0.15 -0.11
C -3.925 0.270 0.410 -0.07 -0.24 0.19
C -4.406 1.610 0.033 -0.03 0.23 -0.13
C -5.883 1.862 -0.129 -0.09 0.04 -0.12
C -5.156 2.452 1.032 0.04 0.13 0.04
H -4.966 3.514 1.036 0.02 0.08 -0.05
H -5.329 2.035 2.012 0.01 -0.13 0.07
H -6.198 2.516 -0.928 0.02 0.08 -0.05
H -6.555 1.037 0.051 0.00 -0.13 0.06
H -3.742 2.134 -0.639 -0.14 0.07 0.06
H -5.475 -0.401 1.796 -0.25 0.09 0.12
H -0.875 -1.352 -4.290 -0.08 -0.02 -0.11
H 0.713 -0.623 -4.577 0.07 0.04 -0.10
H 0.528 -1.888 -3.352 0.05 -0.08 -0.07
```
Positions in Å, forces in eV/Å.

Frontier orbital gap in eV: 7.56
ΔE to the lowest compared entry with this formula, charge and spin in kcal per mole: 0.00
LUMO level in hartree: -0.025



No. 3
Here is an isolated ion of composition C21H22N3O and charge +1 in a non-equilibrium geometry from the OMol25 dataset. Energies are from the ωB97M-V functional and the def2-TZVPD basis.

```
47
Properties=species:S:1:pos:R:3:forces:R:3
C -4.210 -3.139 -3.443 0.22 -0.19 0.30
O -3.631 -3.665 -2.228 0.34 1.20 0.26
C -2.767 -2.844 -1.549 0.50 -0.23 -0.42
C -2.393 -1.546 -1.969 -0.32 -0.64 -0.17
C -1.432 -0.859 -1.235 -0.32 0.30 -0.44
C -0.828 -1.395 -0.114 0.29 0.06 0.47
C 0.177 -0.573 0.664 0.25 -1.48 -0.05
C -0.220 0.816 0.989 -0.26 0.73 -0.01
C 0.490 1.610 1.968 -0.81 0.56 -0.36
C 1.596 1.354 2.755 0.47 0.59 0.19
C 2.047 2.391 3.585 0.27 -0.45 -0.38
C 1.413 3.648 3.643 -0.67 -0.21 -0.25
C 0.249 3.896 2.893 0.61 -0.21 0.63
C -0.184 2.854 2.085 -0.39 0.02 -0.56
N -1.301 2.819 1.237 0.48 -1.08 -0.04
C -2.320 3.847 1.090 -0.40 0.35 0.10
C -1.345 1.584 0.642 1.16 0.32 -0.06
C -1.197 -2.686 0.295 -0.15 0.07 -0.41
C -2.130 -3.418 -0.423 -0.45 0.42 -0.58
H -4.898 -3.936 -3.746 0.15 0.40 -0.16
H -4.763 -2.189 -3.268 0.36 -0.65 -0.07
H -3.405 -2.997 -4.195 -0.56 -0.02 0.30
H -2.801 -1.105 -2.891 0.18 -0.23 0.68
H -1.182 0.154 -1.545 0.12 -0.26 -0.10
H 0.490 -1.081 1.576 -0.23 -0.09 0.00
H 2.086 0.381 2.648 0.12 0.44 0.38
H 2.957 2.220 4.152 -0.21 0.12 0.10
H 1.803 4.409 4.320 -0.10 -0.20 -0.26
H -0.322 4.828 2.975 0.44 -0.34 -0.01
H -1.993 4.736 1.636 -0.19 -0.25 0.02
H -2.504 4.190 0.055 0.41 -0.53 0.30
H -3.279 3.491 1.497 0.35 0.21 -0.02
H -2.159 1.405 -0.033 -0.12 -0.32 -0.07
H -0.758 -3.123 1.176 0.17 -0.09 0.16
H -2.400 -4.444 -0.187 0.10 0.23 0.20
C 4.813 -1.761 -1.879 0.39 -0.69 0.17
C 3.599 -1.260 -1.204 -0.73 1.16 -0.26
C 2.682 -1.712 -0.291 -0.07 0.32 -0.35
N 1.691 -0.728 -0.148 -0.78 1.34 0.40
C 2.035 0.309 -0.882 0.33 -0.45 -0.45
N 3.163 0.013 -1.558 -0.81 0.61 0.27
H 5.022 -2.761 -1.522 0.19 -0.19 0.03
H 4.688 -1.835 -2.965 -0.12 0.14 0.19
H 5.687 -1.137 -1.667 -0.17 -0.04 0.00
H 2.718 -2.637 0.256 -0.33 -0.02 0.02
H 1.476 1.238 -0.929 0.16 -0.24 -0.07
H 3.541 0.642 -2.265 0.15 -0.48 0.38
```
Positions in Å, forces in eV/Å.

Net charge: +1
Frontier orbital gap in eV: 8.65
LUMO level in hartree: -0.079



No. 4
Here is C21H22N3O4PdS as an isolated structure in a non-equilibrium geometry from the OMol25 dataset. Energies are from the ωB97M-V functional and the def2-TZVPD basis.

```
52
Properties=species:S:1:pos:R:3:forces:R:3
Pd -0.725 -0.719 0.531 -0.32 0.10 0.55
C -4.505 -3.022 1.505 0.08 -0.02 0.09
C -3.660 -1.811 1.235 -0.09 -0.30 0.17
O -2.449 -1.863 1.466 0.38 0.15 -0.14
C -4.361 -0.644 0.759 0.21 0.50 -0.19
C -3.813 0.572 0.441 -0.56 -0.61 0.12
C -4.685 1.745 0.106 0.14 0.07 -0.03
N -2.473 0.779 0.414 0.37 0.90 -0.15
N -1.999 1.958 0.252 -0.34 -0.43 0.30
C -0.694 2.126 -0.123 0.39 0.05 -0.42
O 0.001 1.162 -0.496 -0.07 -0.19 0.19
C -0.179 3.495 -0.062 -0.06 0.19 0.07
C -1.021 4.563 0.273 0.06 -0.18 -0.05
C -0.498 5.835 0.402 0.02 0.08 0.00
C 0.860 6.050 0.197 -0.03 -0.03 -0.04
C 1.697 4.993 -0.136 0.05 0.05 0.00
C 1.183 3.718 -0.270 -0.04 -0.15 -0.02
H -3.887 -3.851 1.835 0.01 0.02 0.00
H -5.046 -3.298 0.597 -0.01 0.01 -0.01
H -5.248 -2.794 2.271 -0.02 0.01 -0.01
H -5.437 -0.719 0.700 0.00 -0.02 0.00
H -5.733 1.461 0.091 0.02 -0.04 0.00
H -4.397 2.159 -0.860 -0.03 0.02 0.00
H -4.533 2.525 0.855 -0.01 0.01 -0.01
H -2.076 4.383 0.424 -0.02 0.03 0.05
H -1.142 6.661 0.671 -0.01 -0.01 -0.04
H 1.266 7.048 0.290 0.00 -0.01 0.04
H 2.755 5.167 -0.277 -0.01 -0.01 -0.04
H 1.824 2.882 -0.519 0.01 0.02 0.03
C 5.497 -1.099 -1.524 -0.06 0.09 0.09
C 4.169 -1.614 -1.049 -0.09 0.00 -0.03
C 2.996 -1.242 -1.704 0.05 -0.02 0.02
C 1.766 -1.751 -1.320 -0.04 -0.09 0.00
C 1.706 -2.635 -0.252 -0.01 -0.10 -0.10
C 2.851 -2.988 0.444 -0.17 0.03 0.18
C 4.072 -2.472 0.044 0.04 -0.01 -0.01
S 0.133 -3.404 0.171 1.18 -0.65 -0.60
C 0.430 -4.877 -0.842 -0.47 0.03 0.22
O -0.897 -2.612 -0.634 0.00 0.64 -0.01
H 5.556 -1.142 -2.611 0.03 -0.01 0.00
H 6.318 -1.677 -1.105 0.02 0.02 -0.01
H 5.627 -0.055 -1.229 0.03 -0.01 0.01
H 3.045 -0.556 -2.541 0.01 -0.02 -0.01
H 0.870 -1.476 -1.861 -0.04 -0.02 -0.01
H 2.788 -3.648 1.302 0.04 -0.01 -0.01
H 4.966 -2.740 0.593 0.00 -0.04 -0.03
H 0.483 -4.559 -1.882 0.06 0.08 0.02
H -0.396 -5.571 -0.694 0.01 0.01 0.01
H 1.367 -5.323 -0.515 -0.01 0.02 0.02
O 2.835 0.972 1.396 -0.16 -0.14 0.04
C 1.881 0.308 1.527 0.17 0.21 -0.31
N 0.912 -0.398 1.714 -0.71 -0.22 0.05
```
Positions in Å, forces in eV/Å.

Net charge: +1
⟨S²⟩: 6.05
Frontier orbital gap (spin up / spin down) in eV: 8.49 / 5.48
Multiplicity: 5
ΔE to the lowest compared entry with this formula, charge and spin in kcal per mole: 20.69
LUMO level (spin up / spin down) in hartree: -0.111 / -0.232



No. 5
Here is C21H22N3O4Y as an isolated structure from the OMol25 dataset. Energies are from the ωB97M-V functional and the def2-TZVPD basis.

```
51
Properties=species:S:1:pos:R:3:forces:R:3
Y -0.713 0.588 0.142 0.00 0.16 -0.04
O 1.827 1.631 3.688 0.00 0.02 0.00
C 0.890 1.383 2.819 0.01 -0.06 -0.01
O 1.109 1.151 1.625 -0.03 0.00 0.01
C -0.498 1.399 3.345 0.00 0.01 -0.01
C -0.882 1.681 4.638 0.01 0.01 0.00
C -2.253 1.691 4.913 0.00 0.00 0.01
C -3.162 1.442 3.901 -0.01 0.00 -0.01
C -2.678 1.168 2.624 0.00 0.01 0.02
N -1.378 1.136 2.373 0.00 0.01 0.07
C -3.560 0.929 1.403 -0.01 0.00 -0.01
O -4.753 0.973 1.495 0.01 0.00 0.01
O -2.842 0.711 0.325 -0.02 0.03 -0.02
H 2.704 1.624 3.270 0.00 0.00 0.00
H -0.147 1.892 5.402 -0.01 0.00 0.00
H -2.597 1.905 5.915 0.00 0.00 0.00
H -4.231 1.458 4.062 0.00 0.00 0.00
C -0.694 4.873 -2.765 0.01 -0.01 0.01
C -1.856 4.176 -2.473 0.01 -0.02 -0.04
C -1.763 2.998 -1.758 0.01 0.01 0.05
N -0.587 2.506 -1.324 -0.03 -0.05 0.04
C 0.534 3.191 -1.613 0.00 0.00 0.01
C 0.524 4.368 -2.329 -0.01 0.01 0.00
H -0.735 5.799 -3.323 0.00 0.00 0.00
H -2.824 4.533 -2.792 0.00 0.00 -0.01
H -2.648 2.427 -1.502 -0.01 0.01 -0.01
H 1.466 2.777 -1.245 0.00 0.00 0.00
H 1.452 4.883 -2.535 0.00 0.00 0.00
C 2.593 -1.450 -2.594 0.00 -0.01 0.00
N 3.115 -2.436 -1.608 -0.01 0.03 0.02
C 3.118 -3.811 -2.190 0.00 0.00 -0.01
C 2.398 -2.348 -0.259 -0.01 0.01 -0.03
C 0.926 -2.630 -0.361 0.01 -0.07 0.02
C 0.518 -3.961 -0.336 0.02 0.02 0.01
C -0.819 -4.303 -0.499 -0.03 0.01 -0.01
C -1.752 -3.301 -0.681 0.00 -0.02 0.00
C -1.333 -1.971 -0.648 0.01 -0.05 -0.01
C 0.003 -1.573 -0.476 0.04 -0.04 -0.03
H 3.180 -1.522 -3.507 0.01 0.00 0.00
H 2.676 -0.452 -2.172 0.00 0.00 0.00
H 1.551 -1.684 -2.790 0.00 0.01 -0.01
H 4.088 -2.195 -1.418 0.00 0.00 -0.01
H 2.098 -4.077 -2.452 0.01 -0.01 0.01
H 3.517 -4.508 -1.458 0.00 0.00 0.00
H 3.742 -3.805 -3.080 0.01 0.00 0.00
H 2.579 -1.335 0.100 0.01 0.00 0.00
H 2.915 -3.059 0.385 0.00 0.00 0.00
H 1.245 -4.750 -0.171 -0.02 0.00 -0.01
H -1.122 -5.341 -0.477 0.00 0.00 0.00
H -2.797 -3.543 -0.825 0.00 0.00 0.00
H -2.140 -1.238 -0.764 -0.01 -0.01 0.00
```
Positions in Å, forces in eV/Å.

Net charge: +2
Frontier orbital gap in eV: 8.10
ΔE to the lowest compared entry with this formula, charge and spin in kcal per mole: 9.44
LUMO level in hartree: -0.235



No. 6
Here is a 2-piece molecular cluster, C21H22N3S overall in a non-equilibrium geometry from the OMol25 dataset. Energies are from the ωB97M-V functional and the def2-TZVPD basis.

```
47
Properties=species:S:1:pos:R:3:forces:R:3
C -0.306 -3.257 1.025 -0.32 0.08 0.05
C 0.480 -4.525 1.351 0.10 -0.68 0.17
N 1.847 -4.086 1.154 -0.02 -0.20 0.18
C 3.056 -4.868 1.270 -0.30 0.17 -0.27
C 4.183 -3.886 0.932 0.78 0.13 0.24
S 3.483 -2.317 0.308 -0.13 0.41 -0.23
C 1.860 -2.810 0.672 -1.89 -0.93 0.53
N 0.675 -2.263 0.581 1.94 0.17 -0.46
H -1.039 -3.453 0.231 0.09 0.18 0.18
H -0.849 -2.895 1.911 0.09 0.04 -0.26
H 0.320 -4.861 2.382 0.04 -0.06 -0.18
H 0.222 -5.345 0.665 0.14 0.04 0.19
H 3.170 -5.266 2.288 -0.01 0.11 -0.21
H 3.057 -5.720 0.573 -0.09 0.20 0.13
H 4.763 -3.627 1.826 -0.09 -0.16 -0.31
H 4.859 -4.278 0.166 -0.14 0.09 0.25
C 2.245 1.643 -3.460 0.52 -0.19 -0.36
N 1.209 1.711 -2.447 -0.21 -1.93 1.28
C 0.911 0.704 -1.587 0.40 1.25 -1.04
C -0.190 1.077 -0.775 -0.81 0.18 0.77
C -0.719 0.292 0.237 0.21 0.66 -1.25
C -1.796 0.717 1.104 -1.18 0.64 1.18
C -1.705 1.914 1.865 0.01 -0.42 -0.36
C -2.767 2.349 2.655 -0.05 -0.25 -0.09
C -3.971 1.630 2.674 0.32 -0.12 -0.23
C -4.073 0.432 1.954 0.11 0.15 0.10
C -2.987 -0.047 1.224 0.67 0.20 -0.23
C -0.594 2.415 -1.247 0.51 0.30 -0.43
C -1.626 3.291 -0.939 -0.14 0.47 -0.16
C -1.652 4.559 -1.547 0.07 -0.45 0.02
C -0.678 4.936 -2.483 0.29 -0.42 0.05
C 0.330 4.035 -2.865 -0.23 0.06 0.16
C 0.333 2.789 -2.249 -0.68 0.26 0.49
H 2.351 2.622 -3.934 0.05 -0.29 0.14
H 3.198 1.348 -3.001 -0.26 0.20 -0.11
H 1.999 0.897 -4.232 -0.08 0.32 0.28
H 1.470 -0.226 -1.552 -0.03 0.17 -0.10
H -0.308 -0.711 0.332 0.09 -0.12 0.03
H -0.778 2.488 1.820 -0.26 -0.09 0.05
H -2.659 3.257 3.250 -0.05 -0.26 -0.21
H -4.820 2.002 3.251 0.29 -0.16 -0.17
H -5.006 -0.135 1.970 0.32 0.15 0.02
H -3.046 -0.993 0.682 -0.13 0.26 0.16
H -2.398 2.980 -0.243 0.12 0.30 -0.10
H -2.448 5.259 -1.284 0.27 -0.25 -0.12
H -0.704 5.936 -2.917 0.01 -0.32 0.08
H 1.101 4.287 -3.593 -0.36 0.12 0.14
```
Positions in Å, forces in eV/Å.

Net charge: +1
Frontier orbital gap in eV: 6.54
LUMO level in hartree: -0.160